Here is a structure of composition C33H29GeN5O2SV in a non-equilibrium geometry from the Open Molecules 2025 dataset. Energies are from ωB97M-V/def2-TZVPD.

```
72
Properties=species:S:1:pos:R:3:forces:R:3
Ge 1.160 0.280 -1.972 0.568 -0.055 -0.545
V -0.581 0.467 0.023 0.309 -0.124 -1.074
S -1.290 2.487 1.511 -0.002 0.161 0.333
O -1.311 3.898 1.609 0.022 0.026 -0.056
O -1.990 1.872 0.321 -0.296 0.136 0.370
N 0.195 1.900 1.147 -0.311 0.079 0.051
N -1.409 -1.438 0.084 -0.493 -0.110 0.047
N 1.255 -0.046 1.004 -0.052 0.007 0.162
N 1.420 1.149 3.059 0.084 0.016 -0.015
N -3.406 -0.033 6.362 0.019 -0.019 0.028
C -2.246 2.390 -3.226 -0.027 -0.012 0.000
C -2.496 -1.516 -0.705 -0.090 -0.145 0.002
C -2.915 0.530 5.237 0.015 0.037 -0.039
C 2.261 0.209 3.485 -0.026 -0.005 -0.014
C 0.970 -2.638 -2.141 -0.062 0.002 0.026
C 3.306 3.751 -2.774 -0.002 0.017 0.000
C -1.087 2.018 -2.565 0.012 0.022 0.042
C -1.854 -3.647 0.861 0.013 0.001 -0.002
C -2.367 0.201 -4.245 -0.010 -0.008 0.001
C 2.458 1.676 -1.886 -0.131 0.010 0.037
C -3.291 -2.642 -0.766 0.017 -0.011 0.003
C 3.179 -1.686 -2.338 0.048 0.022 0.052
C 2.866 -4.060 -2.536 -0.009 0.018 -0.004
C 4.400 3.661 -1.926 0.010 -0.008 0.007
C -1.220 -0.183 -3.577 0.022 -0.103 0.006
C -1.898 1.693 2.920 -0.007 0.142 0.006
C -1.470 2.150 4.172 0.007 0.024 0.021
C -2.842 0.670 2.825 0.021 -0.047 -0.026
C 1.806 -1.516 -2.133 -0.035 0.113 -0.007
C 2.101 -0.982 1.448 0.061 -0.014 0.029
C -1.108 -2.485 0.863 0.090 -0.008 -0.017
C -2.882 1.483 -4.062 0.013 0.009 0.012
C 3.565 1.592 -1.036 -0.015 -0.044 0.030
C 2.329 2.767 -2.751 -0.038 -0.004 0.014
C -0.563 0.727 -2.732 0.139 -0.119 0.284
C 4.530 2.583 -1.056 -0.004 0.020 -0.002
C 0.992 1.011 1.819 0.217 -0.042 0.246
C -1.964 1.569 5.312 -0.016 -0.016 -0.002
C -2.962 -3.731 0.030 0.000 0.027 -0.008
C 2.664 -0.871 2.700 -0.005 -0.013 -0.046
C 3.704 -2.954 -2.538 0.001 -0.010 0.007
C 1.498 -3.901 -2.340 0.007 -0.011 0.006
C -3.340 0.090 3.968 -0.004 -0.001 0.001
H -3.216 0.360 1.857 -0.002 -0.005 0.004
H -3.566 -4.628 0.010 0.000 -0.002 -0.004
H 3.841 -0.829 -2.358 -0.007 -0.005 -0.011
H -4.171 -0.682 6.319 -0.008 0.003 -0.002
H -4.092 -0.685 3.897 0.000 0.000 0.001
H 1.481 2.846 -3.420 0.005 -0.003 -0.010
H 2.312 -1.808 0.776 -0.003 -0.002 0.008
H -2.858 -0.490 -4.917 -0.002 0.001 -0.001
H 3.370 -1.600 3.067 -0.003 -0.006 0.003
H -4.152 -2.658 -1.418 -0.002 -0.001 0.000
H 3.211 4.587 -3.453 0.002 0.001 0.002
H 0.846 -4.764 -2.356 0.002 0.000 -0.001
H -1.571 -4.467 1.505 0.000 0.001 0.002
H -1.641 1.926 6.281 0.002 0.004 0.001
H 3.677 0.754 -0.358 0.010 0.001 -0.006
H -0.240 -2.379 1.501 -0.004 0.001 0.010
H 3.276 -5.048 -2.700 0.002 -0.002 0.006
H 5.158 4.432 -1.943 0.001 0.002 0.004
H -0.585 2.737 -1.926 -0.001 -0.002 -0.013
H -2.726 -0.642 -1.307 -0.027 -0.001 0.020
H 5.386 2.520 -0.398 0.003 -0.003 0.002
H 4.766 -3.076 -2.705 0.000 -0.005 -0.004
H -2.648 3.386 -3.093 -0.002 0.001 0.002
H -0.100 -2.530 -2.006 -0.010 0.001 0.035
H -0.761 2.964 4.242 -0.002 0.003 0.004
H -3.784 1.776 -4.585 0.001 0.004 -0.004
H -0.816 -1.177 -3.732 -0.017 0.053 -0.012
H -3.193 0.358 7.263 -0.006 0.003 -0.002
H 2.627 0.323 4.499 0.009 -0.001 -0.001
```
Positions in Å, forces in eV/Å.

The energy above the lowest of the compared OMol25 structures with the same formula, charge and spin is 182.6 kJ/mol. As for the total energy: -5117.7898 Eh. For the molar mass, the calculation gives 683.2 Da. For the HOMO energy (spin up / spin down), the calculation gives -13.12 / -13.14 eV. As for the spin multiplicity: 4. The HOMO-LUMO gap (spin up / spin down) comes out at 6.70 / 5.86 eV. Its charge is +2. The value obtained for the maximum force is 0.0219 hartree/bohr.

So, what does the Mulliken scheme give us? The charges, in e, come out as:
1. Ge 0.27
2. V -0.16
3. S 1.43
4. O -0.68
5. O -0.65
6. N -0.29
7. N 1.19
8. N 0.78
9. N -0.44
10. N -0.47
11. C -0.91
12. C -0.39
13. C 1.12
14. C -0.60
15. C 0.47
16. C -0.75
17. C -0.38
18. C -1.00
19. C -0.63
20. C 0.54
21. C -0.97
22. C -0.25
23. C -0.57
24. C -0.57
25. C -0.60
26. C 0.08
27. C -0.58
28. C -0.25
29. C 0.64
30. C -0.41
31. C -0.38
32. C -0.64
33. C 0.11
34. C -0.26
35. C 0.81
36. C -0.86
37. C 0.46
38. C -0.85
39. C -0.51
40. C -0.80
41. C -0.77
42. C -1.06
43. C -1.00
44. H 0.59
45. H 0.47
46. H 0.46
47. H 0.21
48. H 0.34
49. H 0.44
50. H 0.55
51. H 0.50
52. H 0.48
53. H 0.52
54. H 0.45
55. H 0.46
56. H 0.54
57. H 0.34
58. H 0.41
59. H 0.44
60. H 0.43
61. H 0.42
62. H 0.52
63. H 0.50
64. H 0.44
65. H 0.45
66. H 0.49
67. H 0.24
68. H 0.45
69. H 0.45
70. H 0.44
71. H 0.21
72. H 0.47

***

Here is a structure of composition C33H29IN6O3S2Ti in a non-equilibrium geometry from the Open Molecules 2025 dataset. Energies are from ωB97M-V/def2-TZVPD.

```
75
Properties=species:S:1:pos:R:3:forces:R:3
I 1.750 0.626 2.157 -0.005 0.018 -0.002
Ti -0.384 -0.376 -0.549 -0.209 0.765 -0.672
S -2.193 1.599 1.773 -0.054 0.303 -0.124
S -2.418 0.042 -2.066 0.094 0.012 0.294
O 3.115 -2.675 -3.799 0.013 -0.016 -0.030
O 0.506 1.060 -1.521 -0.167 -0.081 0.447
O -1.477 0.703 0.787 0.144 -0.337 -0.036
N -0.817 -1.758 -3.294 0.035 0.079 0.003
N 1.602 1.629 -4.867 -0.101 0.082 -0.013
N -2.007 -0.375 -4.657 -0.007 -0.102 -0.015
N 1.813 -1.062 -0.563 -0.111 0.071 -0.107
N -0.571 -1.964 -1.973 0.080 -0.588 0.207
N -0.612 -2.234 0.654 0.270 -0.078 -0.189
C 0.982 1.800 -3.721 0.052 -0.145 0.018
C 3.589 -3.777 1.241 -0.010 0.008 -0.041
C -0.222 -4.680 1.879 0.012 -0.010 -0.047
C -1.239 3.106 1.750 -0.032 -0.017 0.052
C 2.452 0.601 -5.021 0.098 -0.136 -0.029
C 2.985 -3.056 0.224 0.010 0.033 0.083
C -6.064 2.265 1.027 0.020 0.001 0.019
C -0.688 -2.342 1.977 0.046 -0.171 0.054
C -3.677 2.138 0.961 -0.046 -0.022 0.074
C 2.770 -0.285 -4.021 -0.059 0.076 0.058
C 3.115 -2.000 2.785 -0.025 0.099 0.066
C 2.508 -1.275 1.771 0.091 -0.196 -0.036
C -0.717 5.184 2.802 0.001 0.020 0.005
C 0.202 5.445 1.794 0.010 0.012 0.003
C 2.515 -0.901 -1.634 -0.017 -0.088 0.139
C 2.443 -1.798 0.480 -0.051 -0.051 0.033
C 1.185 0.907 -2.634 0.139 -0.159 -0.025
C -0.327 3.347 0.735 -0.019 -0.055 -0.068
C -3.646 2.761 -0.281 0.101 -0.030 0.008
C 2.128 -0.118 -2.776 -0.153 0.285 -0.201
C -0.505 -3.552 2.632 -0.019 0.127 -0.043
C -1.673 -0.760 -3.413 0.080 -0.014 -0.105
C 0.012 2.928 -3.567 -0.021 0.028 0.018
C -6.045 2.887 -0.210 -0.046 0.010 -0.013
C -0.142 -4.577 0.496 -0.048 0.129 0.199
C 3.691 -1.451 -4.254 0.012 -0.014 -0.031
C -0.364 -3.150 -1.539 -0.026 0.112 -0.005
C 3.652 -3.251 2.522 0.013 -0.038 0.008
C 0.398 4.530 0.769 -0.007 0.006 -0.018
C -4.842 3.129 -0.867 0.002 0.002 -0.011
C -0.342 -3.335 -0.081 -0.079 -0.004 -0.165
C -4.870 1.879 1.621 0.030 -0.029 -0.002
C -1.441 4.003 2.789 -0.017 0.001 0.065
H -2.152 3.786 3.578 0.002 -0.008 -0.005
H 0.771 6.364 1.812 0.003 0.000 0.000
H 1.117 4.735 -0.013 0.006 0.002 -0.001
H -2.703 2.937 -0.784 -0.011 0.014 -0.003
H -0.862 5.895 3.604 -0.002 0.000 0.003
H 4.125 -3.808 3.319 0.002 0.005 0.003
H -2.784 0.246 -4.789 0.022 0.031 0.018
H -0.892 -1.425 2.516 -0.002 -0.019 0.026
H 3.509 -1.343 -1.671 0.001 -0.025 0.058
H -0.067 -5.635 2.362 -0.001 0.000 0.011
H 2.321 -2.839 -4.320 -0.025 0.009 0.022
H 4.627 -1.344 -3.702 -0.022 0.012 0.022
H 4.011 -4.751 1.029 0.002 0.000 0.006
H -6.975 3.186 -0.674 0.001 -0.004 0.002
H 3.949 -1.505 -5.314 0.015 0.003 0.013
H 3.177 -1.582 3.781 0.002 0.000 -0.005
H 0.395 3.669 -2.861 -0.012 0.000 0.010
H 0.073 -5.437 -0.121 -0.005 -0.003 -0.019
H -1.691 -0.931 -5.434 0.016 0.021 -0.001
H 2.893 0.494 -6.007 0.003 0.000 0.009
H -4.863 1.380 2.582 -0.015 0.009 0.006
H -4.843 3.608 -1.837 0.019 0.002 0.000
H -0.145 3.407 -4.529 0.012 0.003 -0.004
H 2.923 -3.461 -0.779 -0.005 0.017 -0.020
H -0.318 -4.004 -2.208 -0.055 -0.001 -0.025
H -0.937 2.561 -3.170 -0.002 0.002 -0.009
H -7.003 2.075 1.528 0.002 -0.002 0.004
H -0.179 2.633 -0.067 0.024 0.053 0.052
H -0.580 -3.595 3.709 0.003 -0.019 0.003
```
Positions in Å, forces in eV/Å.

The energy above the lowest of the compared OMol25 structures with the same formula, charge and spin is 54.6 kJ/mol. As for the total energy: -3772.6521 Eh. For the molar mass, the calculation gives 796.5 Da. For the HOMO energy (spin up / spin down), the calculation gives -10.36 / -10.36 eV. As for the spin multiplicity: 2. The HOMO-LUMO gap (spin up / spin down) comes out at 7.00 / 7.02 eV. Its charge is +1. The value obtained for the maximum force is 0.0202 hartree/bohr.

So, what does the Mulliken scheme give us? The charges, in e, come out as:
1. I 0.31
2. Ti 0.17
3. S -0.46
4. S -0.37
5. O -0.48
6. O -0.39
7. O 0.18
8. N -1.70
9. N -0.66
10. N -0.29
11. N 0.86
12. N 1.29
13. N 0.46
14. C 0.66
15. C -1.02
16. C -0.37
17. C 0.56
18. C -1.12
19. C 0.12
20. C -0.66
21. C 0.10
22. C 0.76
23. C 0.52
24. C -0.54
25. C 0.09
26. C -0.62
27. C -0.63
28. C -0.49
29. C -0.53
30. C 0.31
31. C 0.22
32. C -0.25
33. C 0.23
34. C -0.94
35. C 0.45
36. C -0.94
37. C -0.47
38. C -1.07
39. C -0.94
40. C -0.87
41. C -0.69
42. C -0.84
43. C -0.74
44. C 0.99
45. C -0.52
46. C -0.54
47. H 0.45
48. H 0.42
49. H 0.49
50. H 0.43
51. H 0.40
52. H 0.43
53. H 0.24
54. H 0.38
55. H 0.71
56. H 0.45
57. H 0.33
58. H 0.34
59. H 0.43
60. H 0.40
61. H 0.42
62. H 0.45
63. H 0.23
64. H 0.49
65. H 0.26
66. H 0.37
67. H 0.41
68. H 0.44
69. H 0.38
70. H 0.65
71. H 0.39
72. H 0.16
73. H 0.41
74. H 0.44
75. H 0.46

***

Among the records above, which one has the highest maximum force?
C33H29GeN5O2SV